1.
{"formula": "C6H10N2OS", "method": "wB97M-V/def2-TZVPD", "symbols": ["C", "C", "C", "C", "C", "C", "N", "N", "O", "S", "H", "H", "H", "H", "H", "H", "H", "H", "H", "H"], "xyz": [[0.2819, 0.5564, -1.7178], [1.4308, -0.1014, 0.4059], [-1.3194, -2.1197, 0.1704], [1.1599, 2.4858, -0.4131], [-1.8964, -0.7878, -0.3038], [0.4988, 0.7996, -0.3496], [0.0543, 0.2211, -2.7749], [1.1516, -0.1203, 1.6920], [2.3294, -0.6074, -0.1344], [-1.2366, 0.8306, 0.4252], [-1.9816, -2.9996, -0.2556], [-0.2313, -2.4889, -0.1106], [-1.2244, -2.1440, 1.2988], [1.8451, 2.6173, 0.4068], [0.3086, 3.0703, -0.1386], [1.4838, 2.6405, -1.4121], [-2.8696, -0.7670, 0.0600], [-1.7310, -0.6127, -1.3039], [0.3090, 0.2331, 2.1011], [1.6372, -0.7058, 2.3543]], "smiles": "CCS[C@](C)(C#N)C(N)=O", "spin_multiplicity": 1, "e_homo_ev": -9.4025, "relative_energy_kcal_mol": 53.2, "energy_ev": -22245.500, "charge": 0}

=====

2.
{"formula": "C6H10N2Si", "method": "wB97M-V/def2-TZVPD", "symbols": ["C", "C", "C", "C", "C", "C", "N", "N", "Si", "H", "H", "H", "H", "H", "H", "H", "H", "H", "H"], "xyz": [[2.0546, -1.4049, -0.3777], [3.1335, -0.6103, -0.3049], [0.7640, -0.8431, -0.2231], [2.9908, 0.7120, 0.1080], [0.7106, 0.5807, 0.0084], [-3.3882, -0.2743, 0.7545], [1.7823, 1.3645, 0.2285], [-0.4312, 1.2546, -0.0050], [-2.0517, 0.5254, -0.3501], [2.1517, -2.4824, -0.5394], [4.1000, -1.1371, -0.0653], [-0.1424, -1.3827, -0.0978], [3.8182, 1.2445, 0.5141], [-3.7769, -0.9974, 0.1037], [-3.0517, -0.7610, 1.6898], [-0.2703, 2.2527, 0.2337], [-1.8794, -0.3327, -1.4971], [-2.4011, 1.7941, -1.1994], [-4.1127, 0.4971, 1.0191]], "spin_multiplicity": 3, "e_homo_ev": [-4.7179, -9.1739], "s_squared": 2.011, "relative_energy_kcal_mol": 0.0, "energy_ev": -17238.038, "charge": 0}

=====

3.
{"formula": "C6H10N3", "method": "wB97M-V/def2-TZVPD", "symbols": ["C", "C", "C", "C", "C", "C", "N", "N", "N", "H", "H", "H", "H", "H", "H", "H", "H", "H", "H"], "xyz": [[-2.0138, -0.3735, 0.3003], [-1.4139, 0.5774, -1.6324], [-0.9035, -0.1558, -0.5499], [0.7563, 0.7212, 1.5375], [2.6251, -0.4186, 0.7702], [0.4899, -0.6893, -0.4895], [-3.1402, 0.0902, -0.2993], [-2.7527, 0.6347, -1.4728], [1.2652, 0.0038, 0.7082], [-1.9989, -1.1075, 1.0854], [-0.7806, 1.0635, -2.3840], [-0.2853, 0.8102, 1.4128], [1.3750, 1.3795, 2.1378], [2.4579, -1.5151, 0.7312], [3.0213, 0.0992, 1.6769], [3.1248, 0.0354, -0.0240], [0.5089, -1.7475, -0.1717], [1.0628, -0.5503, -1.4171], [-3.3981, 1.1425, -1.9195]], "smiles": "C=[N+](C)Cc1cn[nH]c1", "spin_multiplicity": 1, "e_homo_ev": -13.3092, "relative_energy_kcal_mol": 62.8, "energy_ev": -10845.541, "charge": 1}

=====

4.
{"formula": "C6H10N3", "method": "wB97M-V/def2-TZVPD", "symbols": ["C", "C", "C", "C", "C", "C", "N", "N", "N", "H", "H", "H", "H", "H", "H", "H", "H", "H", "H"], "xyz": [[-0.0878, 1.2712, -0.6222], [1.0708, 0.5025, -1.2353], [-1.3711, -1.1981, 1.6095], [0.1677, -1.3505, 1.3811], [-1.6648, 0.2840, 1.1265], [1.8605, 0.8616, -2.3936], [0.9880, -0.6915, -0.8146], [0.1697, -1.1675, -0.0557], [-0.9150, 0.6473, 0.0770], [-0.1125, 2.3483, -0.7826], [-1.9009, -1.8808, 0.9618], [-1.6404, -1.1815, 2.6762], [0.7253, -0.5341, 1.6990], [0.5647, -2.2980, 1.8255], [-2.6732, 0.3059, 0.8549], [-1.4484, 0.9416, 1.9853], [2.5498, 1.6396, -2.1688], [2.3930, 0.1398, -3.0157], [1.3245, 1.3602, -3.1084]], "smiles": "CC1=[N+]=NCCC/N=C/1", "spin_multiplicity": 1, "e_homo_ev": [-13.9205, -13.9206], "relative_energy_kcal_mol": 115.9, "energy_ev": -10843.238, "charge": 1}

=====

5.
{"formula": "C6H10N3O", "method": "wB97M-V/def2-TZVPD", "symbols": ["C", "C", "C", "C", "C", "C", "N", "N", "N", "O", "H", "H", "H", "H", "H", "H", "H", "H", "H", "H"], "xyz": [[-0.9650, 0.4440, 0.9249], [-2.1996, 0.6514, 0.4374], [-0.1366, 0.2543, -0.1862], [1.7813, -0.3607, -1.5899], [-3.6191, 0.6829, 0.8776], [1.9734, -0.4096, 0.9108], [-0.9145, 0.3365, -1.2617], [1.2139, -0.0518, -0.2818], [3.0671, -0.7211, -1.7043], [-2.1683, 0.4053, -0.8706], [-0.6485, 0.2437, 1.9896], [1.1307, -0.5603, -2.3263], [-4.0322, -0.2551, 1.3887], [-3.6616, 1.5038, 1.6227], [-4.1956, 0.9124, 0.0494], [2.3249, 0.4749, 1.4048], [1.2482, -1.0683, 1.4549], [2.8767, -0.9373, 0.6683], [3.3073, -1.0442, -2.6400], [3.6175, -0.5005, -0.8683]], "smiles": "Cc1cc(N(C)C=[NH2+])no1", "spin_multiplicity": 1, "e_homo_ev": [-13.0389, -13.0389], "relative_energy_kcal_mol": 92.6, "energy_ev": -12892.627, "charge": 1}

=====

6.
{"formula": "C6H10N3O", "method": "wB97M-V/def2-TZVPD", "symbols": ["C", "C", "C", "C", "C", "C", "N", "N", "N", "O", "H", "H", "H", "H", "H", "H", "H", "H", "H", "H"], "xyz": [[2.1899, 2.3725, 1.9353], [2.0547, 1.8741, 0.0886], [0.7012, 1.9729, 0.7687], [-1.2767, 0.3988, 1.5818], [0.3095, -1.3093, -0.9510], [0.0021, 0.2532, 0.8106], [3.0289, 2.0985, 1.0058], [0.9907, 2.3463, 2.1624], [2.2833, 1.5969, -1.1693], [-0.1375, -0.0321, -0.5126], [-0.0747, 2.5893, 0.3285], [-2.0040, 0.9630, 1.0056], [-1.1076, 0.8792, 2.5411], [-1.6849, -0.5960, 1.7641], [0.3090, -1.2782, -2.0385], [-0.3881, -2.0797, -0.6169], [1.3106, -1.5397, -0.5809], [0.7724, -0.3385, 1.3149], [1.5137, 1.4873, -1.8164], [3.2367, 1.5242, -1.5001]], "spin_multiplicity": 1, "e_homo_ev": -14.0600, "relative_energy_kcal_mol": 129.7, "energy_ev": -12891.017, "charge": 1}

=====

7.
{"formula": "C6H10N3O3", "method": "wB97M-V/def2-TZVPD", "symbols": ["C", "C", "C", "C", "C", "C", "N", "N", "N", "O", "O", "O", "H", "H", "H", "H", "H", "H", "H", "H", "H", "H"], "xyz": [[-0.6099, -0.2674, -0.4427], [-0.4387, 1.1653, 1.2811], [0.8114, 1.2619, 1.7823], [-1.8037, -1.4725, -1.9489], [-0.2313, -1.6180, -2.2202], [1.2398, 2.2441, 2.8435], [-1.8206, -0.6186, -0.7404], [-1.7654, 1.5397, 1.6222], [0.3258, -0.8797, -1.1074], [1.7507, 0.5706, 1.1266], [-2.7362, 1.0664, 1.0950], [-1.7880, 2.3169, 2.5416], [-2.1243, -0.9765, -2.8964], [-2.2386, -2.3365, -1.7467], [-0.1508, -2.7485, -2.2752], [0.0059, -1.1754, -3.0760], [0.9681, 1.8258, 3.8540], [2.3080, 2.4920, 2.8389], [0.8779, 3.3384, 2.5426], [-2.7272, -0.3914, -0.3583], [2.6099, 0.4241, 1.5573], [1.3186, -1.0091, -0.8824]], "spin_multiplicity": 3, "e_homo_ev": [-10.8367, -13.4235], "s_squared": 2.018, "relative_energy_kcal_mol": 96.7, "energy_ev": -16979.909, "charge": 1}

=====

8.
{"formula": "C6H10N3O3", "method": "wB97M-V/def2-TZVPD", "symbols": ["C", "C", "C", "C", "C", "C", "N", "N", "N", "O", "O", "O", "H", "H", "H", "H", "H", "H", "H", "H", "H", "H"], "xyz": [[-0.8290, 0.0662, 0.5670], [-0.0946, -2.2231, -0.2628], [-0.9670, 1.0373, -0.4781], [-1.4235, 0.2688, 1.8158], [-0.6302, 0.8720, -1.9546], [2.2671, -1.2166, -0.8133], [-0.0183, -1.0233, 0.3909], [0.8468, -1.4381, -0.8007], [-1.4128, -0.7479, 2.6859], [-0.6434, -3.2620, -0.4150], [-1.4618, 2.2564, -0.2428], [-1.9503, 1.4214, 2.1010], [0.0015, 0.0844, -2.0459], [-0.1978, 1.9070, -2.1342], [-1.5668, 0.9107, -2.5331], [2.7678, -2.1064, -1.0782], [2.3203, -0.4205, -1.6884], [2.7061, -0.8146, 0.2030], [-1.6866, 2.5203, 0.6646], [-1.0839, -1.6096, 2.2182], [-1.9331, -0.8279, 3.5742], [-2.5513, 1.4232, 2.8014]], "spin_multiplicity": 3, "e_homo_ev": [-10.2340, -14.1468], "s_squared": 2.007, "relative_energy_kcal_mol": 8.1, "energy_ev": -16983.748, "charge": 1}